Entry 1:
{"formula": "C23H35B2NNaO19", "method": "ωB97M-V/def2-TZVPD", "symbols": ["Na", "O", "C", "O", "B", "O", "C", "O", "O", "C", "O", "C", "O", "O", "O", "C", "O", "B", "O", "C", "O", "O", "C", "O", "C", "O", "O", "C", "C", "C", "O", "H", "H", "H", "H", "H", "H", "H", "H", "C", "C", "C", "O", "H", "H", "H", "H", "H", "H", "H", "H", "C", "C", "C", "C", "C", "C", "N", "O", "C", "C", "C", "H", "H", "H", "H", "H", "H", "H", "H", "H", "H", "H", "H", "H", "H", "H", "H", "H", "H", "H"], "positions_angstrom": [[0.3822, -0.7467, -0.8477], [-7.5287, -1.3049, 3.4024], [-6.8246, -1.3793, 2.4545], [-5.6410, -0.8148, 2.2793], [-5.0447, -1.1907, 0.9973], [-6.0270, -2.1629, 0.4284], [-7.0797, -2.2310, 1.2050], [-8.1003, -2.8213, 1.0204], [-3.6985, -1.7396, 1.1804], [-2.9361, -1.2754, 0.2123], [-1.8175, -1.6336, -0.0156], [-3.7275, -0.1958, -0.5550], [-4.9052, -0.0999, 0.0277], [-3.3581, 0.4120, -1.5203], [8.9041, 1.4457, -2.6139], [7.7853, 1.8585, -2.5449], [6.7933, 1.3502, -1.8504], [5.6060, 2.2101, -1.9802], [6.0216, 3.3391, -2.8230], [7.2805, 3.1642, -3.2167], [7.8919, 3.9040, -3.9161], [4.4731, 1.4415, -2.5947], [3.4224, 1.5394, -1.8159], [2.3629, 0.9963, -1.9620], [3.8434, 2.2647, -0.5397], [5.0771, 2.6731, -0.6827], [3.1687, 2.4143, 0.4376], [3.4040, -4.1652, 0.0942], [2.0251, -3.7192, -0.4059], [0.8540, -4.6284, -0.0634], [1.7675, -2.3936, 0.0914], [3.3774, -4.4403, 1.1511], [4.1038, -3.3543, -0.1187], [3.8162, -5.0163, -0.4507], [2.1011, -3.7051, -1.4997], [-0.0911, -4.0900, -0.0462], [1.0757, -5.0534, 0.9201], [0.7499, -5.4297, -0.7962], [2.4453, -2.2673, 0.7641], [-1.4517, -1.2159, -3.5081], [-0.2290, -1.9638, -3.9964], [0.4304, -1.3156, -5.1968], [0.7079, -2.1221, -2.9345], [-1.1866, -0.2096, -3.1677], [-1.9683, -1.7559, -2.7135], [-2.2402, -1.0333, -4.2403], [-0.5593, -2.9624, -4.3198], [1.4636, -1.6692, -5.3071], [0.4601, -0.2248, -5.1733], [0.0229, -1.5853, -6.1756], [1.5385, -2.4000, -3.3295], [-1.1700, 2.7825, -0.3233], [-1.0838, 2.6408, 1.1874], [-2.5013, 2.7685, 1.7557], [-2.6686, 2.3947, 3.2162], [-2.0935, 0.9807, 3.4127], [-0.6329, 0.8111, 2.8809], [-0.5601, 1.3254, 1.5086], [0.6804, 1.0507, 0.8925], [0.3861, 1.3844, 3.8663], [-0.4677, -0.7396, 2.8552], [-0.2569, 3.8229, 1.7592], [-1.9746, 2.1553, -0.7253], [-0.3204, 2.3604, -0.8672], [-1.3410, 3.7853, -0.7109], [-2.8875, 3.7849, 1.6273], [-3.1980, 2.1491, 1.1779], [-3.7329, 2.3861, 3.4484], [-2.1365, 3.1194, 3.8368], [-2.8001, 0.2542, 3.0183], [-1.9351, 0.7684, 4.4746], [1.3884, 1.3214, 3.4417], [0.1129, 2.4199, 4.0793], [0.3368, 0.8456, 4.8102], [-0.2224, -1.1364, 3.8397], [-1.3760, -1.1994, 2.4813], [0.3760, -0.9983, 2.2096], [-0.5389, 4.0191, 2.7966], [-0.4735, 4.7557, 1.2390], [0.8214, 3.6486, 1.7552], [1.3290, 1.6419, 1.3126]], "atomic_forces_ev_per_a": [[-0.0034, 0.1633, 0.0988], [-0.4920, 0.3200, 0.8032], [0.6184, -0.4409, -0.7340], [0.7232, 0.7879, 0.1938], [-1.3299, -0.3173, 0.4554], [0.7148, -0.1107, -0.3015], [-0.6461, 0.0798, 0.3874], [-0.1958, -0.4335, -0.3948], [0.1619, -0.0981, -0.4342], [-0.2458, 0.0004, 0.3623], [0.8985, -0.0533, -0.3840], [-0.3765, 0.1289, -0.2270], [0.2779, 0.2871, -0.0388], [0.2129, -0.0902, 0.1548], [0.0538, -0.2465, -0.0416], [0.6088, 0.5425, -0.2495], [-0.6066, -0.1426, 0.3158], [0.1008, 0.0805, -0.4176], [-0.1893, -0.2955, 0.1183], [-0.4700, -0.1078, 0.3872], [0.4321, 0.1698, -0.3516], [0.0056, 0.4685, 0.0014], [0.3503, -0.9971, 0.2417], [-0.6139, -0.1167, -0.3037], [0.0290, 0.5159, 0.2512], [0.4367, -0.1137, -0.1672], [-0.3800, 0.0012, 0.4115], [-0.2638, -0.1133, -0.2917], [0.1180, -0.4194, -0.7550], [0.5312, -0.2027, 0.3471], [0.3457, -0.2746, -0.0056], [0.1069, 0.2345, 0.0562], [0.0692, 0.0506, 0.3446], [-0.3451, -0.1322, -0.0315], [-0.0975, 0.5498, 0.1126], [0.0731, 0.1685, 0.0853], [-0.4919, -0.1317, 0.0061], [0.1535, -0.1000, 0.0955], [-0.2241, 0.4786, 0.0613], [-0.1694, 0.3143, 0.4738], [-0.7859, -0.4178, -1.1835], [0.7515, 0.1986, -0.8033], [-0.2841, 0.3269, 0.4786], [0.0698, -0.1143, 0.2203], [0.2912, 0.0912, 0.2117], [0.3811, -0.2785, -0.4583], [0.0855, -0.0136, 0.1707], [0.0533, 0.1232, 0.2793], [0.0242, -0.0282, 0.3182], [-0.5864, -0.0898, 0.3190], [0.1126, 0.0911, 0.0947], [-0.2663, -1.0817, -1.2887], [0.1489, 1.4275, 0.0290], [-0.8885, -0.1110, -0.1208], [0.7336, -0.6904, -0.2185], [0.8311, 1.1546, 0.6451], [-1.0960, -1.4973, 0.0861], [-0.8285, -1.0974, 0.0188], [-0.0928, 0.2908, 0.5332], [-0.5385, 0.6050, -0.3072], [0.7009, 0.5824, -0.5216], [0.0259, -0.0497, 0.5457], [-0.1934, 0.1872, 0.3066], [0.4355, 0.4091, 0.4079], [0.0419, 0.1630, 0.4040], [0.3538, 0.0913, -0.2466], [0.2209, -0.1306, -0.0909], [0.0419, 0.1847, 0.2558], [-0.2195, -0.0274, 0.2172], [0.2159, -0.1426, -0.2511], [-0.5887, -0.0836, 0.0921], [0.1174, 0.0883, 0.2188], [0.4044, 0.0531, 0.0285], [0.1509, -0.1304, -0.0403], [-0.2230, 0.1100, 0.1368], [0.1105, -0.1957, -0.0671], [-0.1240, -0.1211, -0.0303], [0.1162, -0.1046, 0.0210], [0.0916, -0.1271, -0.2561], [0.0063, 0.0527, -0.2296], [0.3173, -0.1019, -0.5611]], "lowdin_charge": [0.4353, 0.1674, -0.4056, 0.2286, -0.8835, 0.2298, -0.4177, 0.1503, 0.2501, -0.3701, 0.1279, -0.3816, 0.2477, 0.1388, 0.1494, -0.4013, 0.2361, -0.8455, 0.2280, -0.3901, 0.1583, 0.2409, -0.3888, 0.1422, -0.3893, 0.2551, 0.1447, -0.0448, -0.4650, -0.0279, -0.0683, 0.0852, 0.0876, 0.0843, 0.1149, 0.0774, 0.0810, 0.0825, 0.0941, -0.0449, -0.4663, -0.0471, -0.0532, 0.0876, 0.0734, 0.0963, 0.1379, 0.0792, 0.0883, 0.0820, 0.0909, -0.0159, -0.4960, -0.1364, -0.1621, -0.1066, -0.4802, -0.0756, -0.0420, -0.0186, -0.0114, -0.0115, 0.0640, 0.0796, 0.0898, 0.1291, 0.1170, 0.1156, 0.0981, 0.1089, 0.1199, 0.0875, 0.0707, 0.0833, 0.0846, 0.0637, 0.0684, 0.0621, 0.0839, 0.0796, 0.0682], "gap_ha": 0.3086, "lumo_ha": 0.0520, "e_homo_ev": -7.0, "spin_multiplicity": 1, "charge": -1}



Entry 2:
{"formula": "C23H35BrIN6O2Pt", "method": "ωB97M-V/def2-TZVPD", "symbols": ["Pt", "N", "C", "C", "C", "C", "N", "C", "N", "N", "C", "O", "O", "H", "H", "H", "H", "H", "H", "H", "H", "H", "H", "H", "H", "H", "H", "C", "C", "C", "C", "N", "N", "C", "H", "H", "H", "H", "H", "H", "H", "H", "C", "C", "C", "C", "C", "C", "H", "H", "H", "H", "H", "H", "H", "H", "H", "Br", "C", "C", "C", "C", "C", "C", "I", "H", "H", "H", "H"], "positions_angstrom": [[0.4320, 0.7566, 0.0101], [-1.0883, -0.3343, 1.0614], [-0.8198, -1.7596, 1.4010], [-1.9088, -2.3931, 2.2861], [-3.3539, -1.8855, 2.1965], [-4.0858, -2.1326, 0.8676], [-3.6658, -3.3759, 0.2534], [-4.2963, -4.5215, 0.2008], [-5.5803, -4.6798, 0.5589], [-3.6108, -5.5843, -0.2470], [-0.4410, -2.5257, 0.0973], [-1.1858, -3.4760, -0.2822], [0.5649, -2.1083, -0.4871], [-1.1915, 0.1804, 1.9317], [-1.9680, -0.2484, 0.5601], [0.1026, -1.7311, 1.9841], [-1.6045, -2.2660, 3.3268], [-1.8945, -3.4683, 2.1032], [-3.4108, -0.8167, 2.4220], [-3.9099, -2.3830, 2.9937], [-3.8844, -1.3379, 0.1446], [-5.1638, -2.1116, 1.0308], [-2.6110, -3.4262, 0.0449], [-6.1407, -3.8936, 0.8286], [-6.0359, -5.5694, 0.4688], [-2.6270, -5.4779, -0.4482], [-4.0263, -6.4944, -0.3158], [-0.2859, -1.3543, -4.8621], [-0.5261, -0.3375, -3.8006], [-1.0696, 0.9380, -3.8619], [-1.0181, 1.4478, -2.5667], [-0.5079, 0.5111, -1.7542], [-0.1915, -0.5527, -2.5295], [-1.4233, 2.7868, -2.0593], [-1.0498, -1.2862, -5.6336], [-0.2950, -2.3620, -4.4489], [0.6846, -1.1884, -5.3310], [-1.4504, 1.4367, -4.7364], [0.2214, -1.3628, -2.0475], [-1.6822, 3.4388, -2.8908], [-0.6044, 3.2364, -1.4981], [-2.2898, 2.7116, -1.4002], [3.6601, 2.5418, -3.8487], [3.6523, 3.0569, -2.4033], [5.0241, 2.8132, -1.7615], [3.3358, 4.5581, -2.3925], [2.6234, 2.3327, -1.6380], [1.7851, 1.7298, -1.0070], [4.3832, 3.1051, -4.4416], [2.6755, 2.6559, -4.3045], [3.9329, 1.4864, -3.8808], [5.7950, 3.3582, -2.3097], [5.2741, 1.7519, -1.7746], [5.0326, 3.1559, -0.7257], [4.0827, 5.1010, -2.9748], [3.3409, 4.9488, -1.3742], [2.3537, 4.7503, -2.8264], [-0.6747, 1.0384, 4.1890], [1.1143, 1.2672, 4.7600], [1.3127, 1.2736, 6.1356], [2.5792, 1.4734, 6.6525], [3.6490, 1.6733, 5.7935], [3.4459, 1.6644, 4.4253], [2.1736, 1.4579, 3.8919], [2.2180, 1.5504, 1.7839], [0.4675, 1.1281, 6.7936], [2.7255, 1.4777, 7.7237], [4.6447, 1.8342, 6.1830], [4.2864, 1.8162, 3.7602]], "atomic_forces_ev_per_a": [[0.2538, 0.1654, 0.2323], [0.0317, -0.0425, 0.0526], [0.0647, 0.0523, -0.0022], [0.0358, 0.0129, 0.0510], [-0.0434, -0.0049, -0.0477], [-0.0236, -0.0474, -0.0277], [-0.0798, -0.0832, 0.1096], [-0.0079, 0.0413, -0.0077], [0.0082, -0.0090, 0.0299], [0.0151, -0.0177, 0.0233], [-0.1695, 0.0971, -0.0689], [0.1690, 0.0138, 0.0427], [-0.0048, -0.1594, 0.0224], [-0.1293, -0.0093, 0.0263], [0.0305, -0.0065, -0.0475], [0.0358, -0.0642, -0.0575], [-0.0146, 0.0404, 0.0032], [0.0336, -0.0091, 0.0437], [-0.0022, -0.0078, 0.0160], [0.0142, -0.0190, 0.0035], [0.0363, -0.0049, 0.0050], [-0.0030, 0.0310, -0.0115], [-0.0380, 0.0883, -0.1116], [-0.0026, 0.0021, -0.0130], [-0.0066, 0.0020, -0.0086], [-0.0210, -0.0017, -0.0245], [-0.0006, -0.0010, -0.0100], [0.0082, -0.0018, 0.0038], [-0.0182, -0.0314, -0.0477], [-0.0103, -0.0018, -0.0494], [-0.0241, -0.1127, 0.1468], [-0.0591, -0.0198, -0.2893], [-0.0288, 0.0496, 0.2627], [0.0161, 0.0024, -0.0058], [0.0005, 0.0042, -0.0002], [0.0028, 0.0008, 0.0035], [-0.0021, -0.0048, -0.0039], [0.0056, -0.0019, -0.0019], [-0.0035, -0.0285, -0.0626], [-0.0093, -0.0008, 0.0028], [0.0053, 0.0093, -0.0034], [0.0077, 0.0057, 0.0090], [-0.0130, -0.0089, -0.0057], [0.0067, 0.0079, -0.0298], [0.0049, 0.0032, 0.0067], [-0.0235, 0.0029, 0.0138], [0.0322, -0.0148, 0.0479], [0.0332, 0.1277, -0.1129], [0.0106, -0.0061, 0.0052], [0.0034, 0.0130, -0.0035], [-0.0127, -0.0023, 0.0025], [-0.0015, -0.0035, -0.0060], [-0.0020, -0.0004, 0.0042], [0.0022, 0.0086, -0.0038], [0.0051, -0.0034, 0.0039], [-0.0027, -0.0057, 0.0000], [0.0037, -0.0032, -0.0082], [-0.0753, 0.0119, -0.1215], [0.0062, 0.0433, 0.0328], [-0.0009, -0.0033, 0.0050], [0.0001, 0.0028, -0.0031], [0.0164, 0.0150, -0.0097], [-0.0356, -0.0490, 0.0182], [0.1536, -0.1564, 0.0533], [-0.1865, 0.1083, -0.0802], [-0.0030, -0.0042, -0.0059], [-0.0003, -0.0023, -0.0002], [-0.0033, 0.0018, 0.0033], [0.0092, -0.0105, 0.0063]], "lowdin_charge": [0.7644, -0.0924, -0.2545, -0.1394, -0.1617, -0.1484, 0.0761, -0.4359, 0.2030, 0.2062, -0.5916, -0.0254, -0.0336, -0.0425, 0.0852, 0.1397, 0.1107, 0.1174, 0.1077, 0.1173, 0.1199, 0.1112, 0.0630, 0.1078, 0.1221, 0.1187, 0.1217, -0.0011, -0.2716, 0.0320, -0.3306, -0.1319, 0.0822, -0.0239, 0.0858, 0.0860, 0.0909, 0.1188, 0.1214, 0.0853, 0.0640, 0.0813, -0.0528, -0.6321, -0.0522, -0.0517, -0.1426, -0.4065, 0.0860, 0.0819, 0.0855, 0.0872, 0.0870, 0.0815, 0.0860, 0.0853, 0.0836, 0.8278, -0.6979, -0.1307, -0.0629, -0.0653, -0.1705, -0.6572, 1.2561, 0.1019, 0.1149, 0.1148, 0.0875], "gap_ha": 0.3080, "lumo_ha": -0.0788, "e_homo_ev": -10.5, "spin_multiplicity": 1, "de_lowest_ev": 1.102, "charge": 1}